94
Properties=species:S:1:pos:R:3 method="wB97M-V/def2-TZVPD" smiles="O=C1C=C(O)C(=O)C=C1O.O=C1C=C(O)C(=O)C=C1O.O=C1C=C(O)C(=O)C=C1O.O=C1C=C(O)C(=O)C=C1O.O=C1C=C(O)C(=O)C=C1O.O=C1C=C(O)C(=O)C=C1O.ClCCl.ClCCl" spin_multiplicity=1 fmax_ev_per_a=5.79 homo_lumo_gap_ha=0.2802 homo_ev=-9.6
C -2.82 8.60 4.54
C -2.83 8.28 3.26
C -4.12 8.15 2.50
O -4.23 7.65 1.35
C -5.31 8.59 3.22
C -5.24 9.03 4.49
C -3.97 9.10 5.28
O -3.97 9.50 6.48
O -6.38 9.53 5.07
O -1.76 7.94 2.50
H -1.87 8.61 5.06
H -6.26 8.65 2.70
H -6.07 9.94 5.88
H -2.05 7.30 1.85
C 11.33 -2.23 -4.24
C 10.99 -2.85 -5.42
C 9.66 -2.74 -6.04
O 9.30 -3.32 -7.04
C 8.82 -1.79 -5.34
C 9.10 -1.29 -4.19
C 10.36 -1.50 -3.40
O 10.73 -0.97 -2.32
O 8.25 -0.43 -3.52
O 11.92 -3.53 -6.19
H 12.32 -2.35 -3.82
H 7.91 -1.47 -5.84
H 8.44 -0.48 -2.58
H 11.51 -4.01 -6.92
C -3.47 2.41 -5.68
C -2.75 2.62 -6.83
C -2.61 3.91 -7.50
O -1.89 4.16 -8.48
C -3.34 4.99 -6.79
C -4.13 4.77 -5.74
C -4.25 3.52 -5.04
O -4.92 3.41 -3.99
O -4.79 5.89 -5.24
O -2.21 1.57 -7.51
H -3.63 1.41 -5.29
H -3.27 5.97 -7.25
H -5.26 5.73 -4.42
H -1.59 1.85 -8.19
C -6.32 -7.56 5.36
C -5.97 -6.25 5.39
C -5.57 -5.45 4.24
O -5.43 -4.25 4.24
C -5.28 -6.27 3.08
C -5.68 -7.56 2.93
C -6.22 -8.39 4.13
O -6.60 -9.58 4.12
O -5.57 -8.18 1.75
O -6.01 -5.64 6.58
H -6.59 -8.14 6.23
H -4.91 -5.69 2.25
H -6.05 -9.01 1.76
H -5.69 -4.74 6.55
C -1.42 -1.32 -0.46
C -1.98 -0.10 -0.35
C -1.19 1.16 -0.43
O -1.60 2.31 -0.21
C 0.26 0.95 -0.77
C 0.78 -0.29 -0.92
C -0.05 -1.58 -0.84
O 0.38 -2.70 -1.13
O 2.10 -0.44 -1.24
O -3.28 0.15 -0.25
H -2.05 -2.19 -0.53
H 0.91 1.81 -0.87
H 2.32 -1.37 -1.35
H -3.43 1.06 -0.50
C 5.12 -3.09 3.74
C 6.46 -3.03 3.56
C 7.41 -2.63 4.64
O 8.61 -2.82 4.72
C 6.68 -2.06 5.80
C 5.34 -1.99 5.88
C 4.39 -2.57 4.89
O 3.17 -2.59 5.03
O 4.76 -1.46 6.99
O 7.02 -3.32 2.37
H 4.64 -3.37 2.82
H 7.27 -1.61 6.59
H 3.82 -1.63 7.10
H 7.98 -3.22 2.36
C -9.60 3.85 1.84
Cl -7.82 3.67 1.79
Cl -9.91 4.85 3.32
H -10.04 4.46 1.05
H -10.13 2.91 1.91
C 3.76 -5.96 -4.88
Cl 5.29 -5.82 -3.98
Cl 3.57 -4.44 -5.79
H 3.82 -6.80 -5.58
H 2.86 -6.15 -4.28

***

101
Properties=species:S:1:pos:R:3 method="wB97M-V/def2-TZVPD" total_charge=-1 spin_multiplicity=1 fmax_ev_per_a=3.54 homo_lumo_gap_ha=0.3142 homo_ev=-6.2
Cl 21.21 19.29 5.90
O 19.96 19.35 5.20
O 21.08 18.43 7.10
O 22.17 18.82 4.93
O 21.61 20.58 6.27
C 19.32 17.34 10.25
O 19.19 15.96 9.98
C 20.32 15.14 9.86
C 19.99 13.94 8.98
N 19.07 13.10 9.62
C 19.01 11.78 8.96
C 18.18 10.87 10.01
O 16.90 11.45 10.50
C 16.09 10.65 11.40
H 20.03 17.69 11.00
H 18.45 17.99 10.37
H 19.80 17.75 9.36
H 20.49 14.70 10.84
H 21.18 15.66 9.45
H 20.92 13.39 8.79
H 19.46 14.29 8.10
H 19.43 13.07 10.56
H 20.03 11.47 8.74
H 18.50 11.76 8.00
H 18.80 10.62 10.87
H 18.06 9.89 9.55
H 15.10 11.11 11.48
H 16.61 10.62 12.36
H 16.02 9.61 11.08
C 21.75 20.44 9.98
O 22.55 21.02 11.00
C 22.88 20.17 12.11
C 22.63 21.00 13.31
N 23.69 22.01 13.32
C 23.40 23.17 14.20
C 22.30 24.13 13.63
O 22.23 25.42 14.37
C 22.98 26.64 13.90
H 21.62 21.11 9.13
H 20.77 20.14 10.33
H 22.11 19.51 9.55
H 23.95 19.93 12.10
H 22.28 19.26 12.20
H 22.58 20.47 14.26
H 21.70 21.52 13.08
H 24.19 22.04 12.44
H 24.31 23.77 14.27
H 23.08 22.83 15.19
H 21.29 23.74 13.58
H 22.60 24.36 12.60
H 22.99 27.52 14.54
H 22.52 26.81 12.93
H 24.00 26.39 13.64
C 12.90 15.47 6.66
O 13.37 15.67 5.33
C 13.58 17.11 5.14
C 14.11 17.46 3.73
N 15.32 16.73 3.39
C 16.47 17.26 4.15
C 17.80 16.65 3.75
O 17.72 15.20 3.71
C 18.82 14.57 4.36
H 12.25 14.61 6.87
H 12.19 16.24 6.97
H 13.64 15.58 7.45
H 14.27 17.58 5.84
H 12.58 17.54 5.20
H 14.29 18.53 3.66
H 13.44 17.43 2.87
H 15.62 17.13 2.51
H 16.31 17.11 5.22
H 16.49 18.30 3.84
H 18.49 16.97 4.53
H 18.20 17.02 2.81
H 18.90 13.51 4.60
H 19.09 14.93 5.36
H 19.71 14.88 3.81
C 25.45 26.40 5.28
O 24.77 25.20 5.01
C 25.09 24.09 5.90
C 24.56 22.83 5.34
N 25.05 22.47 4.01
C 24.37 21.27 3.51
C 23.13 21.61 2.74
O 23.51 22.28 1.52
C 22.42 22.89 0.86
H 26.52 26.25 5.35
H 25.05 26.88 6.17
H 25.29 27.11 4.47
H 24.71 24.31 6.89
H 26.16 24.05 6.09
H 23.50 23.04 5.21
H 24.70 22.07 6.10
H 24.75 23.15 3.33
H 24.25 20.52 4.29
H 24.96 20.83 2.70
H 22.48 22.21 3.38
H 22.61 20.68 2.54
H 22.60 23.41 -0.08
H 21.92 23.63 1.49
H 21.66 22.16 0.56

***

51
Properties=species:S:1:pos:R:3 method="wB97M-V/def2-TZVPD" s_squared=3.83 total_charge=+2 spin_multiplicity=4 fmax_ev_per_a=1.22 homo_lumo_gap_ha="0.2411 / 0.2401" homo_ev="-14.5 / -14.8"
Cr 0.02 -0.08 0.23
C -1.55 1.32 2.31
N -1.54 0.03 1.56
C -2.86 -0.13 0.88
C -1.32 -1.10 2.53
C -0.80 -2.32 1.81
N 0.24 -1.81 0.90
C 1.17 -2.64 0.26
C 2.04 -1.99 -0.59
F 1.84 -0.60 -0.68
C 3.04 -2.59 -1.31
F 3.81 -1.85 -2.10
C 3.20 -3.95 -1.19
C 2.35 -4.64 -0.35
F 2.47 -5.95 -0.21
C 1.33 -4.01 0.36
F 0.54 -4.74 1.15
H -2.32 1.29 3.08
H -1.76 2.14 1.63
H -0.58 1.47 2.78
H -3.65 -0.05 1.62
H -2.91 -1.10 0.40
H -2.98 0.66 0.13
H -2.25 -1.29 3.07
H -0.58 -0.75 3.24
H -1.59 -2.85 1.27
H -0.39 -3.02 2.54
H 3.98 -4.47 -1.73
C 2.14 4.93 1.46
C 1.27 5.26 0.43
C 0.59 4.27 -0.26
C 0.80 2.95 0.12
C 1.67 2.61 1.16
C 2.35 3.61 1.83
N 0.15 1.86 -0.53
N -0.37 2.06 -1.64
C -0.93 0.89 -2.23
C -1.45 0.99 -3.50
C -1.97 -0.16 -4.08
C -1.94 -1.35 -3.38
C -1.40 -1.37 -2.10
N -0.91 -0.26 -1.54
H 2.67 5.72 1.98
H 1.12 6.30 0.15
H -0.09 4.51 -1.06
H 1.85 1.57 1.42
H 3.04 3.36 2.62
H -1.44 1.95 -4.00
H -2.39 -0.12 -5.08
H -2.33 -2.26 -3.81
H -1.36 -2.28 -1.52

***

21
Properties=species:S:1:pos:R:3 method="wB97M-V/def2-TZVPD" total_charge=+1 spin_multiplicity=1 fmax_ev_per_a=3.72 homo_lumo_gap_ha=0.1562 homo_ev=-9.7
C 0.06 4.38 2.18
C 1.18 3.97 1.46
C -1.22 3.86 1.89
C 1.12 2.77 0.77
C -1.29 2.76 1.06
C -0.12 2.24 0.42
C -0.03 -2.97 -1.73
N 0.49 -4.25 -2.29
Si -0.16 0.69 -0.63
Cl 1.56 0.36 -1.59
Cl -1.71 -0.32 -1.41
H 0.01 5.29 2.70
H 2.15 4.35 1.60
H -2.06 3.94 2.53
H 2.13 2.52 0.24
H -2.24 2.34 0.94
H 0.33 -2.92 -0.67
H -1.14 -3.02 -1.70
H 1.58 -4.22 -2.54
H -0.01 -4.31 -3.18
H 0.34 -5.25 -1.97

***

19
Properties=species:S:1:pos:R:3 method="wB97M-V/def2-TZVPD" total_charge=+1 spin_multiplicity=1 fmax_ev_per_a=1.19 homo_lumo_gap_ha=0.4056 homo_ev=-13.7
C -3.15 -1.05 0.21
C -2.00 -0.70 1.20
C -0.68 -0.43 0.58
C -0.25 0.60 -0.18
N 1.09 0.41 -0.41
C 1.50 -0.68 0.21
N 0.44 -1.19 0.83
H -3.78 -1.80 0.68
H -3.82 -0.19 0.15
H -2.80 -1.32 -0.78
H -1.91 -1.54 1.88
H -2.31 0.16 1.79
H -0.70 1.52 -0.50
H 1.69 1.08 -0.94
H 2.50 -1.05 0.26
H 0.43 -2.05 1.36
H 3.10 2.45 -2.62
H 2.28 3.08 -1.46
O 2.66 2.25 -1.77

***

156
Properties=species:S:1:pos:R:3 method="wB97M-V/def2-TZVPD" smiles="C[C@H]1COC(=O)O1.C[C@H]1COC(=O)O1.C[C@H]1COC(=O)O1.C[C@H]1COC(=O)O1.C[C@H]1COC(=O)O1.C[C@H]1COC(=O)O1.C[C@H]1COC(=O)O1.C[C@H]1COC(=O)O1.C[C@H]1COC(=O)O1.C[C@H]1COC(=O)O1.C[C@H]1COC(=O)O1.C[C@H]1COC(=O)O1" spin_multiplicity=1 fmax_ev_per_a=3.73 homo_lumo_gap_ha=0.3908 homo_ev=-10.7
C -1.00 -3.46 -4.49
C 0.46 -3.64 -4.93
C 1.34 -2.40 -4.67
O 2.20 -2.79 -3.57
C 2.02 -4.11 -3.29
O 2.63 -4.74 -2.48
O 0.98 -4.60 -4.05
H -1.08 -3.13 -3.43
H -1.55 -4.40 -4.61
H -1.43 -2.68 -5.15
H 0.62 -3.99 -5.94
H 0.85 -1.51 -4.22
H 1.96 -2.06 -5.56
C -3.15 -0.89 -4.03
C -3.51 0.31 -3.17
C -4.86 1.00 -3.46
O -5.52 1.13 -2.21
C -4.82 0.38 -1.27
O -5.10 0.34 -0.12
O -3.74 -0.18 -1.85
H -3.81 -1.73 -3.77
H -2.21 -1.22 -3.60
H -3.13 -0.81 -5.09
H -2.74 1.07 -3.11
H -5.51 0.44 -4.16
H -4.73 1.96 -3.92
C 0.78 -7.70 -1.78
C 0.12 -6.93 -0.69
C 1.11 -6.11 0.15
O 0.25 -4.93 0.43
C -0.67 -4.84 -0.58
O -1.34 -3.85 -0.72
O -0.76 -5.94 -1.32
H 1.71 -7.10 -1.99
H 0.20 -7.66 -2.69
H 1.10 -8.70 -1.59
H -0.53 -7.48 0.02
H 2.04 -5.87 -0.34
H 1.36 -6.54 1.11
C 0.27 0.74 3.61
C -0.65 0.53 4.78
C -0.09 0.84 6.17
O -1.25 1.42 6.84
C -2.09 1.92 5.95
O -3.00 2.65 6.14
O -1.71 1.54 4.72
H 0.67 1.76 3.55
H -0.38 0.61 2.72
H 1.09 -0.01 3.57
H -1.20 -0.45 4.69
H 0.74 1.61 6.16
H 0.09 -0.01 6.79
C 4.95 -0.09 -2.22
C 5.01 -1.53 -1.74
C 5.51 -2.50 -2.83
O 6.80 -2.87 -2.47
C 7.03 -2.40 -1.14
O 8.06 -2.62 -0.54
O 5.94 -1.76 -0.68
H 4.30 -0.03 -3.12
H 5.94 0.31 -2.49
H 4.51 0.54 -1.46
H 4.01 -1.92 -1.55
H 5.40 -2.05 -3.81
H 4.83 -3.36 -2.87
C 4.26 6.67 -1.40
C 4.72 5.24 -1.68
C 3.84 4.28 -2.48
O 4.82 3.36 -3.04
C 5.97 4.01 -3.21
O 6.88 3.66 -3.89
O 5.94 5.24 -2.54
H 4.11 7.14 -2.30
H 5.05 7.17 -0.82
H 3.36 6.76 -0.82
H 4.92 4.83 -0.71
H 3.17 4.65 -3.22
H 3.37 3.63 -1.73
C -6.04 -3.30 -0.79
C -5.05 -4.00 -0.05
C -4.26 -3.05 0.95
O -4.71 -3.55 2.27
C -5.54 -4.59 2.19
O -6.01 -5.21 3.09
O -5.70 -4.92 0.83
H -6.80 -2.92 -0.13
H -6.50 -3.96 -1.49
H -5.62 -2.43 -1.36
H -4.35 -4.61 -0.72
H -4.46 -2.00 0.83
H -3.21 -3.30 1.03
C 2.70 -3.22 3.00
C 1.29 -3.62 3.18
C 0.76 -3.64 4.62
O -0.55 -3.09 4.48
C -0.70 -2.52 3.27
O -1.65 -1.90 2.97
O 0.38 -2.67 2.52
H 3.15 -3.32 2.02
H 3.28 -3.82 3.71
H 2.87 -2.21 3.36
H 1.15 -4.62 2.74
H 1.36 -3.01 5.30
H 0.59 -4.61 5.10
C -0.95 -0.58 0.13
C 0.61 -0.44 0.10
C 1.21 -1.46 -0.90
O 1.48 -0.61 -2.02
C 1.49 0.68 -1.67
O 1.82 1.58 -2.40
O 0.94 0.90 -0.50
H -1.28 0.26 0.74
H -1.13 -1.45 0.80
H -1.37 -0.65 -0.89
H 1.06 -0.52 1.11
H 0.62 -2.37 -1.10
H 2.21 -1.85 -0.60
C 2.53 3.79 1.07
C 2.86 4.39 2.43
C 1.84 5.51 2.89
O 1.67 5.24 4.31
C 2.17 4.03 4.61
O 2.03 3.49 5.67
O 2.79 3.44 3.56
H 2.76 4.56 0.33
H 1.52 3.40 1.04
H 3.24 3.00 0.85
H 3.90 4.74 2.47
H 0.87 5.58 2.40
H 2.30 6.47 2.73
C -4.79 5.04 2.44
C -3.80 4.12 3.20
C -3.90 2.66 2.75
O -2.82 2.48 1.83
C -1.99 3.47 1.97
O -0.91 3.49 1.46
O -2.50 4.48 2.73
H -4.60 5.06 1.38
H -4.80 6.09 2.78
H -5.81 4.65 2.59
H -3.93 4.27 4.24
H -4.86 2.58 2.24
H -3.68 1.89 3.46
C -0.40 5.33 -1.19
C -1.50 4.53 -1.82
C -1.44 3.03 -1.57
O -2.79 2.67 -1.32
C -3.52 3.77 -0.98
O -4.66 3.69 -0.58
O -2.83 4.90 -1.21
H -0.32 5.13 -0.15
H -0.51 6.40 -1.38
H 0.53 5.06 -1.64
H -1.66 4.78 -2.87
H -0.79 2.68 -0.78
H -1.02 2.54 -2.45